[1]
C46H44N6P2STeZr as an isolated structure, computed with ωB97M-V/def2-TZVPD.

Output
- gap between HOMO and LUMO (eV) = 5.56
- HOMO (eV) = -11.8
- LUMO (eV) = -6.2

```
! RIJCOSX wB97M-V def2-TZVPD def2/J DEFGRID3
* xyz 2 1
Zr -0.197 0.018 0.389
N -2.171 -3.158 2.940
C -1.628 -2.034 2.481
S -2.163 -1.463 0.903
N -0.795 -1.386 3.261
N -0.338 -0.240 2.697
C 0.211 0.629 3.461
C 0.593 1.906 2.861
C 1.001 2.986 3.624
C 1.286 4.186 2.986
C 1.153 4.266 1.609
C 0.740 3.142 0.915
N 0.470 1.983 1.521
H -2.728 -3.739 2.339
H -1.872 -3.517 3.833
H 0.312 0.446 4.526
H 1.092 2.883 4.696
H 1.606 5.046 3.558
H 1.363 5.181 1.074
H 0.620 3.168 -0.161
Te 4.178 -3.306 0.520
C 4.916 -3.511 -1.461
C 6.115 -2.917 -1.835
C 6.528 -3.010 -3.160
N 5.835 -3.645 -4.100
C 4.718 -4.263 -3.722
C 4.228 -4.239 -2.424
C 2.604 -1.970 0.207
P 2.561 -0.230 0.062
C 2.745 0.328 -1.685
C 1.870 1.308 -2.149
C 1.895 1.743 -3.471
C 2.807 1.187 -4.351
C 3.693 0.209 -3.904
C 3.667 -0.211 -2.585
C 4.007 0.559 0.839
C 5.292 0.203 0.428
C 6.404 0.815 0.982
C 6.254 1.798 1.950
C 4.983 2.168 2.358
C 3.870 1.552 1.803
P 0.944 -2.420 0.053
C 0.395 -2.912 -1.625
C -0.918 -3.326 -1.881
C -1.302 -3.683 -3.167
C -0.396 -3.590 -4.219
C 0.891 -3.129 -3.981
C 1.281 -2.795 -2.691
C 0.607 -3.851 1.122
C -0.032 -5.016 0.708
C -0.199 -6.073 1.593
C 0.273 -5.977 2.894
C 0.925 -4.823 3.310
C 1.091 -3.768 2.429
H 6.729 -2.389 -1.117
H 7.456 -2.548 -3.477
H 4.190 -4.812 -4.495
H 3.323 -4.778 -2.176
H 1.174 1.799 -1.465
H 1.235 2.535 -3.803
H 2.846 1.524 -5.379
H 4.409 -0.227 -4.589
H 4.352 -0.986 -2.267
H 5.436 -0.554 -0.326
H 7.393 0.523 0.654
H 7.125 2.275 2.380
H 4.855 2.937 3.110
H 2.891 1.855 2.132
H -1.627 -3.407 -1.065
H -2.300 -4.065 -3.346
H -0.689 -3.891 -5.217
H 1.602 -3.050 -4.793
H 2.290 -2.459 -2.503
H -0.371 -5.129 -0.311
H -0.682 -6.981 1.258
H 0.152 -6.808 3.576
H 1.317 -4.752 4.316
H 1.610 -2.874 2.754
C -3.390 -0.986 -2.970
N -2.756 -0.027 -3.923
C -2.374 -0.695 -5.201
C -1.573 0.692 -3.310
C -2.029 1.520 -2.139
C -2.885 2.589 -2.395
C -3.457 3.305 -1.354
C -3.176 2.947 -0.045
C -2.286 1.909 0.198
C -1.674 1.177 -0.829
H -4.268 -1.417 -3.445
H -3.669 -0.455 -2.065
H -2.659 -1.760 -2.744
H -3.452 0.690 -4.136
H -1.589 -1.414 -4.983
H -2.014 0.057 -5.899
H -3.245 -1.199 -5.612
H -1.147 1.295 -4.113
H -0.855 -0.082 -3.032
H -3.104 2.884 -3.418
H -4.121 4.133 -1.565
H -3.643 3.473 0.778
H -2.096 1.657 1.243
*
```



[2]
One molecule with the formula CH4N2O2 at a distorted geometry, computed with ωB97M-V/def2-TZVPD.

Output
- SMILES string = CN(O)N=O
- gap between HOMO and LUMO (spin up / spin down) (eV) = 8.25 / 8.24
- HOMO (spin up / spin down) (eV) = -8.7 / -8.7
- LUMO (spin up / spin down) (eV) = -0.4 / -0.5

```
! RIJCOSX wB97M-V def2-TZVPD def2/J DEFGRID3
* xyz 0 1
C 1.164 -0.390 0.106
N -0.071 0.170 0.354
O -0.395 1.434 -0.103
N -1.404 -0.839 -0.027
O -2.365 -0.156 -0.187
H 1.045 -1.385 -0.290
H 1.865 -0.400 0.981
H 1.489 0.282 -0.822
H -1.328 1.284 -0.012
*
```



[3]
A 4-piece molecular cluster, C21H39NO6 overall at a distorted geometry, computed with ωB97M-V/def2-TZVPD.

Output
- SMILES string = CCCC1=CC(=O)C=C(CCCCNC(C)=O)C1=O.CCO.CCO.CCO
- gap between HOMO and LUMO (eV) = 9.18
- HOMO (eV) = -9.6
- LUMO (eV) = -0.5

```
! RIJCOSX wB97M-V def2-TZVPD def2/J DEFGRID3
* xyz 0 1
C 1.353 -2.160 3.721
C 0.084 -2.582 2.959
C 0.283 -3.834 2.053
C 0.464 -3.398 0.638
C -0.392 -3.532 -0.337
C -0.024 -2.984 -1.679
O -0.352 -3.509 -2.687
C 0.763 -1.717 -1.627
C 1.625 -1.568 -0.658
C 2.463 -0.364 -0.415
C 1.811 0.479 0.713
C 0.407 0.971 0.388
C -0.425 1.332 1.636
N -1.831 1.534 1.222
C -2.584 0.375 1.211
C -3.729 0.334 0.212
O -2.411 -0.555 1.932
C 1.755 -2.706 0.313
O 2.788 -3.028 0.775
H 1.338 -1.075 3.817
H 1.361 -2.610 4.709
H 2.266 -2.400 3.183
H -0.158 -1.766 2.281
H -0.777 -2.715 3.604
H -0.570 -4.499 2.161
H 1.190 -4.364 2.339
H -1.349 -3.999 -0.155
H 0.641 -0.928 -2.355
H 3.427 -0.690 -0.027
H 2.655 0.223 -1.310
H 1.871 -0.080 1.647
H 2.454 1.348 0.851
H -0.190 0.257 -0.184
H 0.512 1.856 -0.242
H -0.055 2.302 1.963
H -0.327 0.581 2.408
H -1.816 1.871 0.264
H -4.648 0.219 0.781
H -3.650 -0.552 -0.407
H -3.799 1.230 -0.400
C 0.036 -7.510 -3.274
C -1.308 -7.630 -3.967
O -2.361 -7.182 -3.119
H 0.043 -8.094 -2.352
H 0.844 -7.860 -3.918
H 0.232 -6.471 -2.999
H -1.517 -8.668 -4.223
H -1.319 -7.039 -4.889
H -2.184 -6.259 -2.902
C -3.026 5.836 0.241
C -2.008 5.114 1.105
O -0.709 5.178 0.523
H -3.053 5.400 -0.759
H -4.025 5.777 0.677
H -2.758 6.889 0.126
H -2.268 4.061 1.201
H -1.973 5.552 2.109
H -0.457 6.106 0.439
C 3.706 6.460 -0.874
C 2.296 6.415 -1.431
O 1.361 6.964 -0.505
H 3.761 5.908 0.065
H 4.419 6.029 -1.578
H 4.006 7.489 -0.662
H 1.991 5.388 -1.622
H 2.235 6.973 -2.371
H 1.613 7.879 -0.337
*
```



[4]
C38H33AsFeNO3P as an isolated structure, computed with ωB97M-V/def2-TZVPD.

Output
- expectation value of S² = 0.78
- gap between HOMO and LUMO (spin up / spin down) (eV) = 8.63 / 8.60
- HOMO (spin up / spin down) (eV) = -11.1 / -11.1
- LUMO (spin up / spin down) (eV) = -2.5 / -2.5

```
! RIJCOSX wB97M-V def2-TZVPD def2/J DEFGRID3
* xyz 1 2
Fe -0.678 -0.854 -1.590
C -1.725 -0.523 4.632
C -1.616 0.364 3.570
C -1.519 -0.128 2.277
C -1.518 -1.498 2.036
C -1.645 -2.386 3.104
C -1.746 -1.893 4.397
P -1.283 -2.066 0.337
C -2.273 -3.563 0.154
C -3.620 -3.532 0.508
C -4.414 -4.649 0.302
C -3.868 -5.794 -0.264
C -2.529 -5.823 -0.625
C -1.730 -4.709 -0.418
C 0.467 -2.506 0.125
C 1.355 -3.276 0.863
C 2.672 -3.353 0.429
C 3.080 -2.671 -0.716
C 2.185 -1.898 -1.445
C 0.869 -1.811 -1.011
H -1.807 -0.149 5.644
H -1.621 1.433 3.740
H -1.471 0.550 1.435
H -1.676 -3.454 2.927
H -1.845 -2.582 5.225
H -4.050 -2.640 0.949
H -5.459 -4.626 0.579
H -4.491 -6.663 -0.428
H -2.107 -6.710 -1.076
H -0.690 -4.726 -0.718
H 1.031 -3.804 1.752
H 3.390 -3.949 0.978
H 4.110 -2.747 -1.039
H 2.542 -1.371 -2.324
N 0.106 -0.332 -3.369
C 0.002 -1.509 -4.262
C -1.053 -2.483 -3.735
O -1.388 -3.444 -4.370
O -1.521 -2.162 -2.540
H -0.422 0.453 -3.740
H 1.063 -0.010 -3.284
H 0.955 -2.036 -4.279
H -0.243 -1.234 -5.286
O -0.373 0.924 -0.955
As 0.515 2.202 -0.348
C 2.051 1.600 0.612
C 3.219 2.357 0.614
C 4.310 1.926 1.356
C 4.227 0.750 2.089
C 3.056 0.002 2.090
C 1.963 0.425 1.353
C 1.096 3.319 -1.782
C 0.444 4.522 -2.031
C 0.830 5.296 -3.117
C 1.859 4.867 -3.943
C 2.514 3.667 -3.689
C 2.133 2.890 -2.607
C -0.630 3.218 0.789
C -0.075 3.950 1.833
C -0.904 4.711 2.643
C -2.273 4.734 2.406
C -2.821 3.996 1.364
C -1.999 3.233 0.548
H 3.286 3.271 0.036
H 5.223 2.506 1.358
H 5.079 0.417 2.667
H 2.992 -0.914 2.663
H 1.055 -0.160 1.356
H -0.355 4.858 -1.381
H 0.328 6.233 -3.315
H 2.159 5.474 -4.787
H 3.324 3.344 -4.330
H 2.658 1.964 -2.393
H 0.992 3.923 2.023
H -0.484 5.283 3.460
H -2.918 5.327 3.041
H -3.889 4.013 1.189
H -2.414 2.640 -0.258
*
```